Entry 1:
92
Properties=species:S:1:pos:R:3 method="wB97M-V/def2-TZVPD" gap_ha=0.4124 e_lumo_ev=0.98 e_tot_ev=-32117.9871 total_charge=0
C 6.38 -4.49 8.78
H 6.07 -5.52 8.95
H 7.08 -4.21 9.56
H 6.92 -4.46 7.83
C 5.18 -3.55 8.77
C 4.48 -3.61 10.12
H 4.08 -4.61 10.31
H 3.65 -2.90 10.16
H 5.17 -3.36 10.93
C 4.19 -3.92 7.65
C 4.65 -3.53 6.25
H 5.69 -3.83 6.11
C 4.53 -2.03 5.96
H 4.91 -1.47 6.82
H 5.16 -1.77 5.11
C 3.09 -1.56 5.67
C 2.97 -0.06 5.93
H 1.97 0.29 5.72
H 3.67 0.49 5.30
H 3.20 0.16 6.97
C 2.70 -1.90 4.23
C 1.19 -1.86 3.99
H 0.81 -0.86 4.19
H 0.70 -2.56 4.67
C 0.85 -2.23 2.54
H 1.39 -1.55 1.88
H 1.20 -3.24 2.33
C -0.65 -2.15 2.23
C -1.41 -3.31 2.86
H -1.06 -4.26 2.45
H -1.26 -3.33 3.94
H -2.47 -3.22 2.67
H -1.04 -1.21 2.64
C -0.89 -2.14 0.71
C -0.56 -0.81 0.04
C -0.85 -0.84 -1.46
C -0.51 0.49 -2.12
H -1.09 1.29 -1.65
H 0.54 0.70 -1.95
C -0.78 0.51 -3.64
C -0.01 1.68 -4.27
H 1.06 1.56 -4.11
H -0.19 1.73 -5.34
H -0.33 2.62 -3.82
C -2.28 0.62 -3.93
C -2.64 0.25 -5.37
H -2.35 -0.79 -5.54
C -4.13 0.41 -5.67
H -4.37 -0.12 -6.60
C -4.58 1.87 -5.81
C -6.10 1.96 -5.69
H -6.43 1.63 -4.71
H -6.44 2.98 -5.84
H -6.58 1.33 -6.44
H -4.15 2.44 -4.99
C -4.12 2.48 -7.14
C -3.84 3.98 -7.05
C -2.50 4.27 -6.38
H -1.69 3.92 -7.03
H -2.44 3.70 -5.45
C -2.28 5.75 -6.05
C -2.15 6.60 -7.31
H -1.33 6.24 -7.93
H -3.06 6.56 -7.90
H -1.95 7.64 -7.05
C -1.02 5.91 -5.19
H -0.86 6.95 -4.94
H -1.11 5.34 -4.26
H -0.15 5.54 -5.73
H -3.14 6.11 -5.47
H -3.84 4.40 -8.06
H -4.64 4.47 -6.49
H -4.89 2.29 -7.90
H -3.21 1.98 -7.49
H -4.70 -0.07 -4.87
H -2.06 0.86 -6.07
H -2.83 -0.04 -3.26
H -2.60 1.64 -3.72
H -0.40 -0.42 -4.07
H -0.26 -1.63 -1.93
H -1.90 -1.09 -1.61
H 0.49 -0.57 0.19
H -1.15 -0.02 0.50
H -0.30 -2.94 0.25
H -1.94 -2.37 0.52
H 3.06 -2.90 3.98
H 3.19 -1.20 3.55
H 2.41 -2.09 6.35
H 4.06 -4.08 5.52
H 3.24 -3.43 7.86
H 4.02 -5.00 7.68
H 5.54 -2.53 8.61

Entry 2:
57
Properties=species:S:1:pos:R:3 method="wB97M-V/def2-TZVPD" gap_ha="0.2293 / 0.2293" e_lumo_ev="-1.85 / -1.85" e_tot_ev=-72320.7554 total_charge=0
Os 0.33 0.44 0.61
C 0.65 -1.67 -5.59
C 0.00 -1.79 -4.25
C -1.21 -1.15 -3.99
C -1.78 -1.18 -2.74
C -1.13 -1.87 -1.72
C 0.04 -2.57 -1.96
C 0.60 -2.52 -3.22
S -1.87 -1.90 -0.13
O -1.24 -2.91 0.66
O -3.29 -1.93 -0.33
N -1.46 -0.41 0.58
C -2.43 0.26 1.38
C -3.67 -0.18 1.78
C -4.49 0.65 2.58
C -4.10 1.88 3.00
C -2.80 2.34 2.65
C -2.27 3.57 3.08
C -0.99 3.91 2.76
C -0.21 3.02 2.01
N -0.70 1.87 1.57
C -1.99 1.51 1.87
H 1.08 -0.67 -5.71
H -0.07 -1.81 -6.40
H 1.45 -2.40 -5.72
H -1.69 -0.59 -4.79
H -2.71 -0.67 -2.54
H 0.50 -3.15 -1.17
H 1.53 -3.05 -3.42
H -4.04 -1.14 1.49
H -5.47 0.27 2.86
H -4.74 2.51 3.60
H -2.89 4.24 3.67
H -0.54 4.84 3.08
H 0.81 3.24 1.75
S 2.21 1.94 0.12
C 1.80 1.86 -1.55
S 0.43 0.84 -1.73
C 2.47 2.43 -2.59
C 3.62 3.25 -2.37
N 4.55 3.89 -2.19
C 2.04 2.17 -3.93
N 1.66 1.96 -4.99
C 1.92 -1.84 0.95
C 2.08 -1.08 2.26
C 3.53 -0.65 2.48
C 1.54 -1.89 3.43
O 1.30 0.13 2.19
H 2.69 -2.61 0.85
H 2.07 -1.17 0.08
H 0.95 -2.33 0.89
H 4.16 -1.53 2.61
H 3.60 -0.03 3.37
H 3.89 -0.08 1.63
H 2.12 -2.80 3.56
H 0.50 -2.15 3.26
H 1.61 -1.30 4.35

Entry 3:
15
Properties=species:S:1:pos:R:3 method="wB97M-V/def2-TZVPD" gap_ha=0.3606 smiles=Cc1cnn(C)c1 e_lumo_ev=1.00 e_tot_ev=-8294.3672 total_charge=0
C -0.25 2.29 1.16
N 0.01 1.13 0.35
C -0.71 -0.02 0.26
C 0.01 -0.89 -0.53
C -0.16 -2.36 -0.79
C 1.14 -0.14 -0.90
N 1.14 1.07 -0.36
H -0.68 3.10 0.57
H 0.70 2.62 1.59
H -0.94 2.02 1.97
H -1.67 -0.11 0.75
H -0.43 -2.60 -1.82
H -0.91 -2.81 -0.13
H 0.79 -2.85 -0.58
H 1.96 -0.46 -1.54